{"formula": "C24H25N5PdS", "method": "the ωB97M-V functional and the def2-TZVPD basis", "species": ["Pd", "C", "C", "C", "C", "C", "C", "C", "N", "N", "C", "C", "C", "C", "C", "C", "N", "C", "C", "C", "C", "C", "C", "N", "H", "H", "H", "H", "H", "H", "H", "H", "H", "H", "H", "H", "H", "H", "H", "H", "H", "H", "H", "H", "S", "C", "N", "C", "C", "C", "C", "H", "H", "H", "H", "H"], "xyz": [[0.5673, 0.0663, 0.5891], [-1.4611, -0.4564, -1.4542], [-2.5490, 0.0325, -0.5004], [-2.4545, -0.3500, 0.9586], [-3.6268, -0.6730, 1.6367], [-3.6012, -0.8816, 3.0042], [-2.3930, -0.7657, 3.6792], [-1.2599, -0.4799, 2.9474], [-1.2887, -0.2927, 1.6192], [-0.2522, 0.3776, -1.4636], [0.8141, -0.2190, -2.2748], [2.1616, 0.2994, -1.8424], [3.2081, 0.4616, -2.7327], [4.4370, 0.8946, -2.2526], [4.5816, 1.1629, -0.9006], [3.4945, 0.9812, -0.0664], [2.3193, 0.5606, -0.5332], [-0.4992, 1.7762, -1.8398], [-0.5340, 2.7245, -0.6546], [-0.9040, 4.0524, -0.8172], [-0.8708, 4.8972, 0.2797], [-0.4761, 4.3885, 1.5092], [-0.1323, 3.0525, 1.5875], [-0.1594, 2.2420, 0.5257], [-1.8956, -0.5007, -2.4616], [-1.1688, -1.4734, -1.1814], [-3.4980, -0.3501, -0.8724], [-2.6188, 1.1235, -0.5414], [-4.5560, -0.7438, 1.0884], [-4.5116, -1.1199, 3.5379], [-2.3318, -0.8893, 4.7510], [-0.2903, -0.4063, 3.4203], [0.6592, -0.0322, -3.3435], [0.8013, -1.3017, -2.1298], [3.0656, 0.2493, -3.7836], [5.2677, 1.0254, -2.9331], [5.5212, 1.5070, -0.4933], [3.5538, 1.1728, 0.9957], [-1.4229, 1.8575, -2.4202], [0.3100, 2.1116, -2.4921], [-1.2097, 4.4173, -1.7897], [-1.1490, 5.9371, 0.1745], [-0.4316, 5.0159, 2.3881], [0.1731, 2.6086, 2.5273], [1.8327, -1.3811, 1.9705], [1.0802, -2.5883, 0.9981], [-0.0487, -3.2044, 1.4372], [-0.6346, -4.2550, 0.8134], [-0.0881, -4.7746, -0.3190], [1.1060, -4.2089, -0.8010], [1.6717, -3.1352, -0.1605], [-0.4232, -2.8915, 2.3237], [-1.5303, -4.6533, 1.2686], [-0.5499, -5.6161, -0.8126], [1.5884, -4.6429, -1.6673], [2.6066, -2.7091, -0.4962]], "forces_ev_per_angstrom": [[0.785, 0.460, 0.674], [-0.288, -0.050, -0.188], [0.157, -0.063, 0.061], [-0.091, 0.082, -0.071], [0.082, 0.012, 0.100], [0.013, -0.016, -0.018], [-0.091, 0.029, -0.058], [0.005, 0.015, 0.198], [0.996, -0.075, -0.684], [-0.300, -0.072, -0.101], [0.153, 0.017, -0.107], [0.111, 0.050, -0.208], [0.026, 0.051, 0.103], [-0.030, -0.005, -0.010], [-0.016, 0.024, -0.052], [0.051, 0.077, 0.127], [-1.235, -0.753, 0.406], [0.086, 0.036, 0.073], [-0.027, 0.055, 0.149], [-0.039, -0.006, -0.062], [0.004, -0.066, -0.058], [0.025, -0.007, 0.043], [-0.073, 0.169, 0.004], [-0.072, 0.369, -0.124], [0.037, 0.024, 0.000], [0.049, -0.004, -0.063], [-0.037, 0.058, 0.010], [-0.081, -0.012, -0.036], [0.006, 0.035, -0.014], [0.001, -0.001, 0.001], [0.043, -0.012, -0.006], [-0.024, 0.005, -0.034], [0.029, -0.020, 0.010], [-0.071, -0.007, 0.031], [-0.023, 0.015, 0.006], [0.017, 0.002, 0.024], [-0.015, 0.002, 0.021], [0.001, -0.038, 0.005], [-0.001, 0.035, -0.002], [-0.014, -0.036, -0.045], [0.002, -0.002, 0.003], [0.000, 0.002, 0.013], [-0.012, -0.021, 0.002], [0.017, 0.001, -0.004], [-0.415, 0.417, -0.074], [0.273, -0.938, -0.006], [0.268, -0.083, -0.129], [-0.163, -0.049, -0.027], [0.111, 0.046, -0.132], [-0.161, -0.031, 0.064], [-0.063, 0.118, 0.037], [-0.032, 0.069, 0.024], [0.023, 0.053, 0.070], [-0.015, -0.013, 0.044], [0.020, 0.031, -0.005], [0.002, 0.024, 0.015]], "nbo_charge": [0.83, -0.22, -0.45, 0.24, -0.23, -0.11, -0.25, 0.03, -0.46, -0.45, -0.26, 0.21, -0.23, -0.11, -0.23, 0.09, -0.44, -0.28, 0.21, -0.23, -0.12, -0.24, 0.06, -0.53, 0.21, 0.21, 0.25, 0.25, 0.25, 0.25, 0.26, 0.24, 0.22, 0.23, 0.25, 0.25, 0.26, 0.23, 0.23, 0.24, 0.24, 0.25, 0.25, 0.21, -0.10, 0.09, -0.49, 0.08, -0.26, -0.10, -0.27, 0.44, 0.24, 0.26, 0.25, 0.25], "total_charge": 2, "de_lowest_kj_mol": 70.96, "total_energy_ha": -1728.95214, "homo_lumo_gap_ev": [7.5, 7.5]}